1.
98
Properties=species:S:1:pos:R:3:forces:R:3 method="wB97M-V/def2-TZVPD" charge=+2 relative_energy_kj_mol=93.3 spin_multiplicity=5 homo_lumo_gap_ev="4.911 / 4.194" e_homo_ev="-11.00 / -13.69"
Pt 0.08498 -0.10250 -0.18473 0.8693 0.8273 -1.1043
C -3.81328 3.89233 -3.44183 -0.0189 -0.0199 0.0340
C -3.73676 2.91105 -4.44000 0.0013 -0.0087 -0.0344
C -3.14839 1.68200 -4.20159 -0.0411 -0.0934 -0.0246
C -2.60323 1.46270 -2.93901 0.0437 0.1424 0.0314
C -1.84548 0.37413 -2.39504 0.1402 -0.1533 0.2334
N -1.44006 0.72873 -1.13360 -0.5011 0.0410 -0.0002
C -1.96866 1.94347 -0.79168 0.1674 -0.0956 0.0093
N -1.92220 2.48827 0.44291 -0.3330 -0.1261 0.1402
C -1.12486 2.09427 1.38183 0.3319 0.3067 -0.4516
C -1.21216 2.45420 2.80503 0.1040 -0.1052 0.1051
C -2.17406 3.14426 3.51221 -0.0507 0.0754 -0.0540
C -2.00590 3.25122 4.89129 0.0145 0.0510 -0.0320
C -0.89931 2.69700 5.52730 0.0252 -0.0001 0.0061
C 0.07498 2.00780 4.80812 0.1114 -0.0172 0.0256
C -0.10417 1.88843 3.44488 -0.1953 0.0530 -0.0684
C 0.67483 1.18036 2.41796 0.2576 0.2125 -0.3978
N 1.81351 0.59510 2.58562 -0.0043 -0.1488 0.2248
C 2.38667 -0.21530 1.66427 -0.1173 -0.0304 -0.0639
N 1.69121 -0.89175 0.69610 0.2016 -0.1024 0.2483
C 2.51980 -1.77567 0.05805 -0.2904 0.0070 0.0237
N 2.11946 -2.68637 -0.86215 0.1121 -0.2670 0.0489
C 1.00554 -2.63091 -1.51189 0.1808 0.4314 -0.0400
N 0.11751 -1.56557 -1.52986 -0.2436 -0.4771 0.0403
C -0.81135 -1.72807 -2.53634 0.1699 0.3501 -0.0173
N -1.63372 -0.82871 -2.97963 -0.2163 -0.1246 -0.1178
C -0.59675 -3.05902 -3.12285 0.0933 -0.1052 0.1108
C -1.28672 -3.74290 -4.10107 -0.0593 0.0496 -0.0844
C -0.83535 -5.01884 -4.43240 0.0095 0.0090 -0.0118
C 0.26656 -5.57990 -3.79566 0.0018 0.0031 -0.0089
C 0.96047 -4.88454 -2.80739 0.1330 -0.0334 0.0176
C 0.51697 -3.61913 -2.48721 -0.2207 0.0043 -0.0182
C 3.83775 -1.62315 0.60100 0.0209 0.1111 -0.0159
C 5.06014 -2.19070 0.25466 -0.0048 -0.1170 0.0090
C 6.18908 -1.73625 0.91183 -0.0018 -0.0130 -0.0440
C 6.11153 -0.74025 1.89563 -0.0216 -0.0175 0.0395
C 4.89893 -0.18470 2.26214 0.0114 -0.0004 0.1080
C 3.75737 -0.63417 1.60571 -0.0325 0.0208 -0.1158
N 0.00909 1.32337 1.20931 -0.1804 -0.1095 0.4219
C -2.68233 2.44994 -1.93338 0.0938 -0.0177 -0.0600
C -3.30562 3.66915 -2.17355 -0.0503 0.0336 0.0496
H -4.27676 4.84232 -3.67091 -0.0202 -0.0140 0.0040
H -4.14142 3.12328 -5.42055 -0.0294 0.0030 0.0195
H -3.10465 0.91806 -4.96824 0.0337 0.0254 -0.0011
H -3.02641 3.58436 3.01156 0.0052 -0.0143 0.0048
H -2.74371 3.78411 5.47613 0.0107 -0.0104 0.0055
H -0.79172 2.80867 6.59795 -0.0034 -0.0012 -0.0067
H 0.94532 1.58520 5.29367 -0.0212 -0.0006 0.0096
H -2.14383 -3.30158 -4.59253 0.0251 0.0155 -0.0098
H -1.34753 -5.58145 -5.20144 -0.0033 -0.0076 0.0210
H 0.59316 -6.57218 -4.07639 -0.0116 0.0015 0.0104
H 1.81584 -5.32070 -2.30841 0.0133 0.0251 -0.0263
H 5.12111 -2.95276 -0.51088 0.0075 0.0177 0.0008
H 7.15514 -2.14645 0.65052 0.0042 0.0033 0.0209
H 7.02026 -0.39963 2.37317 -0.0040 -0.0110 0.0050
H 4.83855 0.58666 3.01860 0.0030 -0.0216 0.0063
H -3.37612 4.41854 -1.39639 0.0191 0.0115 -0.0235
C 0.29302 -2.40284 4.43900 -0.1005 -0.0005 -0.0803
C -1.07966 -3.00204 4.13996 0.3257 0.0754 -0.0464
C -2.04056 -1.98353 3.55483 0.1897 -0.0325 0.2878
S -1.60636 -1.52265 1.83980 -1.2832 -0.5489 0.6559
O -2.49993 -0.36956 1.55071 0.2506 0.1384 -0.1324
C -2.15469 -2.93238 0.79987 0.4008 -0.1021 -0.4401
C -3.28217 -2.51650 -0.13654 -0.2673 0.3012 0.1802
C -4.62958 -2.39626 0.56916 0.1094 -0.0382 -0.0109
H 0.99721 -3.18300 4.72005 0.0243 0.0231 0.0012
H 0.23738 -1.68504 5.25820 -0.0034 0.0230 -0.0357
H 0.69861 -1.88068 3.56428 0.0590 -0.0353 0.0306
H -1.53354 -3.36927 5.06232 -0.0652 -0.0560 -0.0554
H -0.97667 -3.86288 3.47324 -0.1038 -0.0394 0.0451
H -2.01635 -1.03130 4.09136 0.0189 0.0214 -0.0669
H -3.07396 -2.33149 3.48242 0.0088 0.0233 -0.1323
H -2.44999 -3.72356 1.49264 0.0798 0.0921 0.1427
H -1.26415 -3.24694 0.25235 0.0157 -0.0257 0.0487
H -3.33200 -3.26148 -0.93316 0.1145 -0.0480 0.0321
H -3.03568 -1.56174 -0.60655 0.0675 -0.0807 -0.1256
H -4.92021 -3.34047 1.03253 -0.0064 0.0148 0.0054
H -5.40433 -2.12148 -0.14440 -0.0028 0.0047 0.0114
H -4.60826 -1.61767 1.33638 -0.0569 -0.0180 -0.0010
O -0.81450 -0.42091 -7.09261 -0.0206 -0.0284 0.0493
C 0.46112 0.17275 -7.14476 0.1891 0.0323 -0.0779
N 0.69425 0.65619 -5.79917 -0.1192 -0.1220 -0.0157
C 1.90766 1.09774 -5.40625 -0.0896 -0.0287 -0.0304
O 2.88038 1.13249 -6.12991 0.0020 0.1129 0.0214
C 1.99981 1.52386 -3.96420 0.0554 -0.0997 0.0947
C 2.82479 2.57287 -3.58056 0.0161 0.0351 -0.0486
C 2.93731 2.88647 -2.23572 0.0009 0.0011 -0.0841
C 2.22860 2.13950 -1.31206 0.0177 -0.0200 0.2170
N 1.45707 1.12199 -1.69057 -0.3431 -0.3944 0.3666
C 1.34414 0.80751 -2.98036 0.0648 0.1642 -0.0991
H -1.06781 -0.71082 -7.97499 0.0283 0.0467 0.0057
H 0.50279 1.00144 -7.85725 -0.0767 0.0244 -0.0092
H 1.24985 -0.53669 -7.40458 -0.0108 -0.0498 0.0169
H -0.12584 0.72080 -5.21608 0.0325 0.0980 0.0265
H 3.36688 3.12514 -4.33766 0.0280 -0.0267 0.0075
H 3.56875 3.69630 -1.89980 -0.0165 0.0059 0.0179
H 2.28303 2.34579 -0.25040 -0.0397 -0.0029 -0.0043
H 0.74135 -0.04615 -3.24154 -0.0338 -0.0087 0.0291


2.
96
Properties=species:S:1:pos:R:3:forces:R:3 method="wB97M-V/def2-TZVPD" charge=+1 relative_energy_kj_mol=0.0 spin_multiplicity=1 homo_lumo_gap_ev="5.647 / 5.646" e_homo_ev="-10.95 / -10.95"
Au 1.19572 0.52967 0.30720 0.5565 -0.6156 -0.0662
C 6.00026 -1.21660 -1.17242 0.0233 0.0186 0.0045
C 5.06891 -0.31137 -0.44404 0.0370 -0.0013 0.0558
C 5.36330 0.74297 0.40609 0.0023 -0.0303 -0.0822
C 4.13802 1.26442 0.82981 -0.1461 0.1580 0.1512
N 3.18307 0.53478 0.25256 -0.0254 -0.0334 -0.0585
N 3.72996 -0.42128 -0.52135 0.2616 0.0224 -0.1238
B 2.83521 -1.41308 -1.29533 -0.1981 -0.3907 0.0888
N 1.86161 -0.60815 -2.20676 0.1002 0.4583 0.0408
N 1.37784 0.61181 -1.80233 -0.1689 0.2447 -0.0556
C 0.67413 1.15753 -2.80480 -0.0337 0.0264 0.0492
C 0.72672 0.27882 -3.88363 0.0093 -0.0627 -0.0677
C 1.48310 -0.80822 -3.47592 -0.0296 -0.0557 -0.0408
C 1.84844 -2.02479 -4.25196 0.0095 0.0101 -0.0593
C 0.06293 2.49834 -2.75172 0.0200 -0.1781 -0.0445
C -0.70717 2.93150 -3.83069 -0.1004 -0.0080 0.0033
C -1.25545 4.20205 -3.83677 0.0145 -0.0205 0.0152
C -1.04171 5.05715 -2.76333 -0.0072 -0.0121 0.0124
C -0.27913 4.63298 -1.68622 -0.0213 -0.0064 -0.0169
C 0.27338 3.36248 -1.68530 0.0405 0.0416 0.0483
N 2.01129 -2.22989 -0.25497 0.3054 0.3421 0.0126
N 1.51975 -1.60097 0.84389 -0.2397 0.7409 0.2112
C 0.85507 -2.47689 1.58947 -0.0172 -0.0466 0.0773
C 0.98063 -3.72725 0.98315 -0.1041 -0.2439 -0.0130
C 1.70639 -3.53275 -0.18142 -0.0806 -0.0447 0.1258
C 2.10876 -4.52056 -1.22208 -0.0055 -0.0175 0.0466
C 0.14600 -2.09114 2.82271 -0.0279 -0.0819 -0.0718
C 0.23616 -0.80915 3.35786 0.0364 0.0487 -0.0136
C -0.46184 -0.46722 4.50454 0.0404 0.0307 -0.0657
C -1.26266 -1.40847 5.13375 -0.0432 0.0241 0.0482
C -1.35261 -2.69082 4.61771 0.0293 -0.0482 -0.0560
C -0.65154 -3.02934 3.47084 -0.0891 -0.0350 0.0038
C 3.83264 2.38981 1.73238 -0.0329 -0.0895 -0.0977
C 2.52701 2.81929 1.98117 0.0548 -0.1956 -0.1227
C 2.26403 3.87478 2.83287 -0.0021 0.0379 0.0389
C 3.31746 4.52835 3.45793 -0.0065 -0.0074 -0.0145
C 4.62020 4.11905 3.21845 0.0226 -0.0128 -0.0192
C 4.87625 3.05979 2.36128 0.0630 0.0574 0.0747
H 7.02583 -0.93990 -0.93975 -0.0009 -0.0082 -0.0093
H 5.86010 -1.14457 -2.25049 -0.0097 0.0076 -0.0083
H 5.84955 -2.25565 -0.88162 -0.0089 -0.0058 0.0112
H 6.34745 1.08740 0.66905 -0.0012 0.0061 0.0077
H 3.52061 -2.14145 -1.94269 -0.1032 0.0118 -0.0593
H 0.29471 0.41596 -4.85868 0.0458 0.0165 -0.0274
H 1.59550 -1.87516 -5.29904 0.0054 -0.0079 0.0013
H 1.29518 -2.89254 -3.89294 -0.0071 0.0004 0.0173
H 2.91166 -2.24678 -4.17941 0.0127 0.0058 0.0105
H -0.88952 2.27128 -4.66769 0.0000 0.0019 -0.0038
H -1.84864 4.52616 -4.68097 -0.0087 0.0005 -0.0036
H -1.46898 6.05082 -2.76792 -0.0036 0.0075 -0.0003
H -0.11243 5.28736 -0.84206 0.0023 0.0047 0.0164
H 0.87310 3.06010 -0.83899 0.0586 0.0175 0.0171
H 0.58612 -4.66535 1.33206 0.0441 -0.0219 0.0215
H 1.92138 -5.52813 -0.85841 0.0078 -0.0042 -0.0128
H 3.16372 -4.43231 -1.47740 0.0124 -0.0016 0.0246
H 1.53067 -4.37774 -2.13529 -0.0161 -0.0052 0.0086
H 0.87000 -0.06556 2.88690 0.0371 0.0157 0.0879
H -0.37778 0.53242 4.90979 0.0049 0.0110 -0.0197
H -1.81474 -1.14206 6.02506 0.0057 0.0017 0.0087
H -1.97250 -3.42927 5.10823 -0.0051 -0.0102 -0.0190
H -0.73905 -4.02933 3.06712 -0.0095 -0.0083 0.0110
H 1.66265 2.35319 1.49730 -0.0211 0.1355 0.0410
H 1.24226 4.18847 2.99879 -0.0123 -0.0259 -0.0124
H 3.12080 5.35594 4.12536 0.0015 0.0101 0.0073
H 5.44477 4.62706 3.69964 0.0031 -0.0012 0.0037
H 5.89905 2.75353 2.18656 -0.0079 -0.0065 0.0029
O -0.95808 2.68355 1.03903 0.1028 0.1116 -0.0380
C -1.46954 1.65796 0.63849 0.0918 -0.2359 0.2212
N -2.76569 1.38127 0.39262 -0.1280 0.0924 -0.0658
C -3.01452 -0.01091 0.03857 -0.0226 0.1042 0.0897
C -1.55997 -0.52591 -0.06695 -0.0130 0.4951 -0.0041
O -1.19173 -1.60057 -0.46102 0.1529 -0.2356 -0.1462
N -0.75117 0.48785 0.38807 -0.4421 -0.4094 -0.2733
C -3.71708 -0.77169 1.17422 -0.0014 0.0084 0.0010
C -3.63753 -2.15847 1.25045 -0.0045 -0.0188 -0.0203
C -4.29076 -2.84143 2.26400 -0.0177 -0.0165 0.0082
C -5.02946 -2.15245 3.21442 0.0054 0.0260 -0.0076
C -5.11784 -0.77142 3.13825 0.0139 -0.0334 -0.0062
C -4.46375 -0.08623 2.12416 -0.0297 0.0288 0.0027
C -3.77487 -0.14678 -1.27974 0.0154 0.0220 -0.0025
C -3.75265 -1.34122 -1.99317 0.0047 -0.0330 -0.0055
C -4.49722 -1.47597 -3.15467 0.0075 -0.0099 -0.0137
C -5.27446 -0.42537 -3.61979 0.0041 0.0210 0.0107
C -5.29797 0.76768 -2.91538 0.0227 -0.0376 0.0024
C -4.55100 0.90505 -1.75379 -0.0066 0.0020 0.0008
H -3.46687 2.08664 0.53004 -0.0269 -0.0614 0.0700
H -3.05700 -2.70890 0.52325 0.0082 -0.0029 0.0172
H -4.22315 -3.92067 2.30788 0.0142 -0.0111 0.0115
H -5.53378 -2.68758 4.00787 -0.0183 -0.0077 -0.0058
H -5.69819 -0.22137 3.86687 0.0001 0.0070 0.0090
H -4.54979 0.99133 2.08711 0.0188 0.0001 0.0227
H -3.14095 -2.16355 -1.65093 -0.0318 0.0040 -0.0051
H -4.47176 -2.41202 -3.69684 0.0050 -0.0054 -0.0092
H -5.85840 -0.53613 -4.52350 -0.0034 -0.0038 -0.0060
H -5.89900 1.59618 -3.26528 -0.0064 0.0082 -0.0005
H -4.58943 1.84963 -1.22938 0.0120 0.0198 0.0011